Record 1
The following is a quantum chemistry calculation of 3 unconnected molecules or ions with the total composition C4H16NO3, from the OMol25 dataset.

Summary:
Energy = -442.22387 Eh
Net charge = +1
Multiplicity = 1
Frontier orbital gap = 9.73 eV
M = 126.18 g/mol

Geometry (Å):
1 C -1.5580 0.4271 0.8996
2 C -0.8604 0.4581 -0.4423
3 C 0.5234 1.1177 -0.4430
4 C 1.6101 0.1537 0.0463
5 O 1.4234 -1.1587 -0.4649
6 N -2.2562 1.7253 1.1239
7 H -0.7960 0.4170 1.6704
8 H -2.2257 -0.4236 0.9949
9 H -0.8103 -0.5319 -0.8877
10 H -1.5190 0.8622 -1.2326
11 H 0.4442 2.0011 0.1978
12 H 0.7610 1.4412 -1.4442
13 H 2.5644 0.5531 -0.3106
14 H 1.7383 -0.0344 1.0984
15 H 1.2847 -1.2136 -1.4188
16 H -2.7834 2.0409 0.3079
17 H -1.5712 2.3981 1.4603
18 H -2.9591 1.6684 1.8678
19 H 0.0717 -1.2863 -3.5833
20 H 1.4100 -0.6121 -3.6890
21 O 0.6618 -0.7092 -3.0815
22 H 0.5465 -1.8597 1.4727
23 H 0.6585 -2.4881 2.8562
24 O 0.4920 -1.6405 2.4143



Record 2
The following is a quantum chemistry calculation of 3 unconnected molecules or ions with the total composition C4H15NO2, from the OMol25 dataset.

Summary:
Energy = -366.60403 Eh
Multiplicity = 1
SMILES = CC[C@@H](C)N.O.O
Frontier orbital gap = 10.14 eV
M = 109.17 g/mol

Geometry (Å):
1 C -1.4756 -1.3037 0.3933
2 C -0.0590 -0.8778 0.0604
3 C 0.8383 -0.6316 1.3195
4 C 2.3751 -0.8395 0.9913
5 N -0.1033 0.2082 -0.9436
6 H -2.0154 -1.4720 -0.5362
7 H -1.9545 -0.5389 1.0277
8 H -1.4751 -2.1635 1.0646
9 H 0.5640 -1.6893 -0.3295
10 H 0.4125 -1.1372 2.1867
11 H 0.7856 0.4391 1.5223
12 H 2.4480 -0.7700 -0.0927
13 H 2.5331 -1.8598 1.3550
14 H 2.9509 -0.0790 1.5052
15 H 0.2199 1.0926 -0.5377
16 H 0.7511 0.0959 -1.4990
17 H 1.2384 3.0457 0.3493
18 H 2.4974 2.7264 1.1088
19 O 1.7160 2.3044 0.7205
20 H -3.9468 0.6967 -1.8392
21 H -2.4187 0.5128 -1.8668
22 O -3.2169 0.4503 -2.4137



Record 3
The following is a quantum chemistry calculation of a molecular structure, C9H28ClO9S2Ti, from the OMol25 dataset.

Summary:
Energy = -3142.75436 Eh
Multiplicity = 4
<S²> = 3.75
Frontier orbital gap (spin up / spin down) = 4.27 / 8.57 eV
M = 427.77 g/mol

Geometry (Å):
1 Ti 0.2663 -0.7706 -0.2196
2 Cl 1.2628 -0.2773 2.5132
3 O -3.2370 -3.2612 1.0904
4 S -2.5173 -2.1002 1.6050
5 O -1.5786 -1.3709 0.7911
6 O -3.5886 -1.0687 2.4065
7 C -2.9755 0.1352 3.0493
8 C -4.0411 1.1623 3.3210
9 C -1.6269 -2.8152 3.0896
10 H -2.2023 0.5320 2.3915
11 H -2.5309 -0.2207 3.9786
12 H -3.7682 1.9552 4.0174
13 H -4.8798 0.6723 3.8155
14 H -4.5377 1.6907 2.5073
15 H -1.1590 -2.0176 3.6667
16 H -0.9874 -3.6535 2.8132
17 H -2.4095 -3.2819 3.6878
18 O 2.2420 0.2303 -1.1047
19 S 3.6380 0.6797 -1.0879
20 O 4.7639 -0.2244 -1.2147
21 O 3.7488 1.9117 -2.2253
22 C 2.5747 2.6205 -2.6454
23 C 1.7257 1.8872 -3.7363
24 C 3.8789 1.6305 0.4109
25 H 2.8108 3.5945 -3.0740
26 H 1.8660 2.8459 -1.8485
27 H 0.8714 2.4855 -4.0532
28 H 1.3731 0.9405 -3.3269
29 H 2.3478 1.6579 -4.6015
30 H 3.7052 0.9756 1.2647
31 H 3.0634 2.3530 0.4415
32 H 4.9053 1.9967 0.3884
33 C 1.7311 -3.3767 -0.5830
34 O 0.5205 -3.1350 0.0174
35 H 2.5008 -2.6562 -0.3061
36 H 2.0285 -4.3519 -0.1972
37 H 1.6293 -3.4883 -1.6625
38 H 0.1336 -4.0030 0.1532
39 C -0.4101 2.8138 -0.2239
40 O -0.6322 1.5612 0.3030
41 H -0.6087 2.6894 -1.2884
42 H -1.1494 3.5379 0.1184
43 H 0.5852 3.2023 -0.0080
44 H -0.3420 1.5266 1.2174
45 C -1.7126 -0.5818 -2.5114
46 O -0.6139 -1.5062 -2.3854
47 H -1.4653 0.3073 -1.9314
48 H -1.7425 -0.3737 -3.5810
49 H -2.6985 -0.8986 -2.1715
50 H -0.7581 -2.1623 -3.0712



Record 4
The following is a quantum chemistry calculation of H2O in the gas phase, from the OMol25 dataset.

Summary:
Energy = -76.43357 Eh
Multiplicity = 1
SMILES = O
Frontier orbital gap = 12.74 eV
M = 18.02 g/mol

Geometry (Å):
1 O -16.5698 -6.9704 13.0199
2 H -15.6668 -7.2199 13.2163
3 H -16.7143 -6.1723 13.5281



no.,F_max (eV Å⁻¹)
1,1.5
2,2.8
3,3.4
4,0.3